Entry 1:
The following is a DFT calculation (wB97M-V/def2-TZVPD) of a molecular structure, C28H29BNO3Ru.

Values from the calculation:
**HOMO level (spin up / spin down)**: -10.26 / -11.28 eV
**HOMO-LUMO gap (spin up / spin down)**: 7.4760 / 5.3576 eV
**⟨S²⟩**: 6.03
**Charge**: +1
**Multiplicity**: 5

Cartesian coordinates (Å):
1 C 2.166 -0.198 1.679
2 C 2.208 -0.906 0.425
3 C 1.876 0.004 -0.618
4 H 2.510 -1.942 0.303
5 C 1.587 1.267 -0.038
6 C 1.754 1.170 1.378
7 H 1.309 2.171 -0.570
8 C -1.322 -1.761 2.063
9 C -0.128 -2.419 1.551
10 C -0.278 -2.507 0.118
11 H 0.613 -2.931 2.158
12 C -1.461 -1.822 -0.264
13 C -2.061 -1.289 0.930
14 H 1.860 -0.234 -1.677
15 H 1.719 1.990 2.088
16 H 2.540 -0.563 2.630
17 H -2.981 -0.710 0.959
18 H 0.410 -2.989 -0.573
19 H -1.636 -1.724 3.100
20 Ru 0.129 -0.345 1.303
21 C -1.988 -1.603 -1.662
22 C -3.498 -1.854 -1.668
23 C -1.297 -2.528 -2.670
24 H -3.701 -2.879 -1.335
25 H -3.886 -1.717 -2.680
26 H -4.012 -1.155 -1.001
27 H -1.476 -3.575 -2.402
28 H -0.216 -2.348 -2.701
29 H -1.711 -2.342 -3.666
30 C -1.661 -0.130 -2.033
31 C -2.191 0.382 -3.371
32 H -0.564 -0.014 -2.024
33 H -2.054 0.556 -1.260
34 O -3.109 -0.136 -4.012
35 N -1.569 1.502 -3.853
36 C -0.415 2.195 -3.291
37 H -1.976 1.881 -4.700
38 C 0.910 1.609 -3.750
39 C 2.093 2.251 -3.369
40 H 2.019 3.156 -2.757
41 C 3.331 1.738 -3.757
42 H 4.244 2.243 -3.437
43 C 3.392 0.588 -4.555
44 H 4.359 0.193 -4.870
45 C 2.213 -0.051 -4.952
46 H 2.239 -0.946 -5.576
47 C 0.970 0.461 -4.553
48 H 0.044 -0.019 -4.883
49 H -0.465 2.179 -2.187
50 H -0.473 3.251 -3.595
51 O 0.254 -0.559 4.277
52 B -0.023 0.361 3.203
53 O -0.312 1.639 3.781
54 C -0.222 1.477 5.133
55 C -0.368 2.417 6.132
56 C -0.180 1.967 7.447
57 C 0.145 0.633 7.732
58 C 0.300 -0.313 6.711
59 C 0.109 0.146 5.428
60 H -0.613 3.449 5.881
61 H -0.292 2.683 8.264
62 H 0.284 0.309 8.764
63 H 0.557 -1.358 6.874

Entry 2:
The following is a DFT calculation (wB97M-V/def2-TZVPD) of a molecular structure, C28H29CoIN6O5S2.

Values from the calculation:
**HOMO level (spin up / spin down)**: -7.31 / -7.31 eV
**HOMO-LUMO gap (spin up / spin down)**: 7.1110 / 7.1335 eV
**⟨S²⟩**: 0.79
**Charge**: 0
**Multiplicity**: 2

Cartesian coordinates (Å):
1 Co 0.674 -1.046 -0.099
2 C 3.370 -3.250 -2.607
3 C 2.180 -2.683 -1.907
4 N 2.255 -2.043 -0.803
5 N 3.520 -1.785 -0.318
6 C 3.640 -1.161 0.904
7 N 4.887 -0.695 1.114
8 S 2.433 -0.982 2.019
9 C 0.834 -2.707 -2.536
10 C 0.539 -3.475 -3.652
11 C -0.728 -3.381 -4.209
12 C -1.649 -2.523 -3.642
13 C -1.275 -1.787 -2.524
14 N -0.065 -1.882 -1.986
15 H 4.114 -3.579 -1.883
16 H 3.816 -2.474 -3.237
17 H 3.106 -4.092 -3.241
18 H 4.071 -1.335 -1.045
19 H 5.652 -0.925 0.503
20 H 5.082 -0.276 2.005
21 H 1.274 -4.134 -4.088
22 H -0.982 -3.969 -5.082
23 H -2.640 -2.403 -4.056
24 H -1.954 -1.082 -2.060
25 C -1.795 2.610 4.954
26 O -2.051 1.251 5.263
27 C -1.735 0.325 4.325
28 C -1.844 -1.017 4.761
29 C -1.496 -2.010 3.900
30 C -1.033 -1.757 2.583
31 C -0.625 -2.840 1.742
32 C -0.877 -4.276 2.129
33 O -0.018 -2.692 0.660
34 C -0.961 -0.396 2.128
35 O -0.619 -0.038 0.950
36 C -1.331 0.627 3.050
37 H -2.052 3.176 5.846
38 H -2.407 2.950 4.116
39 H -0.742 2.764 4.711
40 H -2.171 -1.217 5.772
41 H -1.549 -3.032 4.250
42 H -1.794 -4.422 2.693
43 H -0.037 -4.628 2.732
44 H -0.907 -4.870 1.219
45 H -1.237 1.642 2.696
46 C -4.048 0.264 0.549
47 N -3.597 1.640 0.523
48 C -3.742 2.545 1.562
49 C -3.142 3.689 1.190
50 N -2.630 3.465 -0.075
51 C -2.903 2.203 -0.502
52 S -2.515 1.559 -1.993
53 H -5.061 0.219 0.948
54 H -3.380 -0.341 1.161
55 H -4.038 -0.106 -0.473
56 H -4.265 2.286 2.465
57 H -3.045 4.631 1.697
58 H -2.105 4.107 -0.642
59 I 2.051 6.999 -3.580
60 C 2.086 4.995 -2.986
61 C 1.082 4.511 -2.161
62 C 1.111 3.183 -1.766
63 C 2.133 2.344 -2.194
64 C 3.124 2.842 -3.028
65 C 3.110 4.171 -3.427
66 C 2.161 0.892 -1.769
67 O 3.044 0.161 -2.245
68 O 1.283 0.602 -0.895
69 H 0.284 5.167 -1.839
70 H 0.337 2.762 -1.139
71 H 3.907 2.173 -3.359
72 H 3.884 4.559 -4.075

Entry 3:
The following is a DFT calculation (wB97M-V/def2-TZVPD) of a molecular structure, C28H29N2RuS2SbSe4Si.

Values from the calculation:
**HOMO level (spin up / spin down)**: -1.11 / -1.80 eV
**HOMO-LUMO gap (spin up / spin down)**: 5.1081 / 5.4250 eV
**⟨S²⟩**: 6.06
**Charge**: -2
**Multiplicity**: 5

Cartesian coordinates (Å):
1 Ru -0.979 -0.905 -0.351
2 C 1.889 1.380 1.517
3 N 0.580 0.885 1.920
4 C 0.701 -0.034 3.045
5 C -0.353 -1.134 3.068
6 N -0.287 -2.106 1.959
7 C 1.067 -2.634 1.751
8 C -1.193 -3.210 2.230
9 C -0.994 -4.008 3.356
10 C -1.827 -5.078 3.637
11 C -2.860 -5.385 2.759
12 C -3.055 -4.623 1.623
13 C -2.227 -3.522 1.339
14 S -2.569 -2.577 -0.090
15 C -0.325 1.967 2.209
16 C 0.066 2.981 3.087
17 C -0.781 4.022 3.420
18 C -2.051 4.064 2.854
19 C -2.455 3.073 1.981
20 C -1.607 2.004 1.638
21 S -2.289 0.814 0.535
22 H 2.509 1.715 2.364
23 H 1.767 2.216 0.829
24 H 2.437 0.580 1.006
25 H 0.627 0.511 3.998
26 H 1.689 -0.497 3.005
27 H -1.352 -0.691 3.069
28 H -0.228 -1.646 4.035
29 H 1.005 -3.545 1.162
30 H 1.581 -2.856 2.700
31 H 1.669 -1.927 1.180
32 H -0.173 -3.784 4.027
33 H -1.665 -5.671 4.530
34 H -3.511 -6.228 2.961
35 H -3.849 -4.857 0.926
36 H 1.059 2.942 3.522
37 H -0.458 4.790 4.112
38 H -2.727 4.874 3.101
39 H -3.444 3.098 1.543
40 Se -2.361 2.204 -5.644
41 Sb -2.393 -0.146 -4.800
42 Se -1.889 -0.663 -2.361
43 Se -1.178 -1.385 -6.541
44 Se -4.788 -0.298 -5.318
45 C 3.724 -1.980 -3.966
46 C 4.122 -1.282 -2.836
47 C 3.201 -0.501 -2.146
48 C 1.871 -0.399 -2.574
49 C 1.499 -1.100 -3.726
50 C 2.413 -1.884 -4.414
51 Si 0.610 0.432 -1.422
52 C 0.445 2.211 -2.028
53 C -0.742 2.758 -2.515
54 C -0.809 4.086 -2.918
55 C 0.306 4.902 -2.797
56 C 1.492 4.385 -2.295
57 C 1.565 3.050 -1.928
58 H 4.438 -2.607 -4.490
59 H 5.141 -1.356 -2.472
60 H 3.526 0.028 -1.254
61 H 0.477 -1.058 -4.079
62 H 2.080 -2.421 -5.294
63 H 0.086 -2.183 -0.931
64 H -1.623 2.137 -2.590
65 H -1.728 4.457 -3.352
66 H 0.252 5.942 -3.099
67 H 2.366 5.020 -2.198
68 H 2.510 2.651 -1.569

no.,F_max (hartree/bohr),energy (Ha)
1,0.0692,-1484.30631
2,0.0088,-4266.05359
3,0.0815,-12220.63046